# C38H39As2ClIN5O4PS4Sc

A structure of composition C38H39As2ClIN5O4PS4Sc at a distorted geometry (ωB97M-V with the def2-TZVPD basis set, the Open Molecules 2025 dataset).

E_tot	-9970.49670	a.u.
charge	-2
ΔE to the lowest compared entry with this formula, charge and spin	1.174	eV
multiplicity	1

Last column: Löwdin charge in e.
Element x y z (Å)
Sc 12.1539 15.4821 11.4437  0.51
S 17.0897 13.6092 11.8330  0.01
As 15.0712 13.4229 12.1276  -0.36
S 13.7000 13.3467 10.1184  0.26
S 14.4594 15.5349 12.5542  0.00
S 14.4070 11.8234 13.3544  -0.09
O 8.7760 13.5052 6.6655  0.06
C 7.9225 12.6608 7.3453  -0.48
O 6.9178 12.2505 6.7928  0.04
C 8.3542 12.2383 8.6993  -0.10
C 7.7508 11.3201 9.4963  -0.62
Cl 6.1215 10.7688 9.5040  0.68
N 8.7284 10.9329 10.4741  -0.09
N 9.7998 11.7855 10.4679  0.10
C 9.5919 12.6087 9.4584  -0.16
C 10.4661 13.8206 9.2949  -0.54
O 10.7750 14.2904 8.1680  -0.02
O 10.8750 14.3051 10.4221  -0.23
C 8.8214 9.7875 11.3264  -0.21
C 8.1752 8.5332 11.0365  -0.07
C 8.5906 7.4154 11.7244  -0.17
C 9.6160 7.4448 12.6382  -0.16
C 10.2467 8.6874 12.9786  -0.09
C 9.7648 9.8347 12.3493  -0.07
H 9.5333 13.8514 7.1948  0.03
H 7.4611 8.4451 10.1882  0.08
H 8.2230 6.3952 11.5011  0.10
H 9.9938 6.5123 13.0673  0.08
H 11.0094 8.6602 13.8014  0.10
H 10.1901 10.8310 12.5795  0.10
I 10.9108 13.4583 17.4067  0.83
C 10.7368 13.7828 15.3854  -0.77
C 9.5678 13.6510 14.5861  -0.12
N 9.8501 14.0789 13.3056  0.03
N 11.1609 14.4864 13.2101  -0.05
C 11.6840 14.3395 14.4862  -0.17
H 8.5820 13.2624 14.8716  0.12
H 9.2130 14.1781 12.5113  0.17
H 12.7028 14.6274 14.6619  0.06
N 11.6154 17.3094 11.7426  -0.34
P 11.1963 18.7867 11.6788  0.69
C 11.6163 19.6344 10.1602  -0.36
C 11.9736 18.9545 8.9727  -0.12
C 12.4515 19.6529 7.8457  -0.16
C 12.6978 20.9847 7.8934  -0.22
C 12.2991 21.6995 8.9978  -0.16
C 11.6999 21.0638 10.0879  -0.15
C 9.4435 19.0695 11.7661  -0.29
C 8.7972 18.5101 12.8823  -0.11
C 7.4299 18.4898 13.0171  -0.10
C 6.6717 19.0408 11.9782  -0.11
C 7.2621 19.7559 10.9412  -0.09
C 8.6718 19.8368 10.8731  -0.05
C 11.8616 19.6071 13.1777  -0.26
C 11.1749 20.6011 13.8645  -0.10
C 11.7675 21.1888 15.0267  -0.12
C 12.9912 20.7918 15.4972  -0.13
C 13.7295 19.7875 14.7902  -0.10
C 13.1807 19.1957 13.6472  -0.06
H 11.8626 17.8535 8.9683  0.08
H 12.6083 19.1268 6.8970  0.09
H 13.1328 21.4914 7.0716  0.06
H 12.4791 22.7981 9.0163  0.09
H 11.3301 21.6371 10.9191  0.07
H 9.4617 18.0231 13.5817  0.10
H 6.9682 18.2606 13.9828  0.10
H 5.6095 19.0350 12.0252  0.08
H 6.7404 20.4030 10.2705  0.08
H 9.1424 20.4311 10.0413  0.11
H 10.1950 20.9312 13.5096  0.10
H 11.1643 21.9543 15.5324  0.09
H 13.4641 21.1846 16.3734  0.08
H 14.6386 19.4800 15.3214  0.09
H 13.7758 18.4038 13.0975  0.08
C 13.2854 12.7322 6.6427  -0.19
C 14.4386 13.6631 6.6305  -0.35
As 15.2095 13.6420 8.4813  1.03
C 16.4698 15.0813 8.5523  -0.43
C 15.8334 16.4512 8.6151  -0.16
C 16.4860 12.0744 8.3008  -0.36
C 17.8881 12.1441 8.8490  -0.21
H 12.3234 13.2236 6.5837  0.07
H 13.3250 12.1482 7.5797  0.04
H 13.3307 12.0793 5.7781  0.07
H 14.1374 14.7349 6.4397  0.10
H 15.2409 13.3459 5.9638  0.07
H 17.1435 14.9567 7.6744  0.09
H 17.0586 14.8572 9.4693  0.01
H 14.7898 16.3561 8.8648  0.04
H 16.1114 17.0710 7.6932  0.10
H 16.2768 16.9697 9.4964  0.09
H 16.6683 12.0144 7.2412  0.05
H 15.8524 11.2164 8.6442  0.09
H 18.4498 12.8330 8.1968  0.07
H 18.4122 11.1607 8.8884  0.08
H 17.9068 12.5462 9.8967  -0.05